The following is a quantum chemistry calculation of a single C4H8N2O2 molecule, from the OMol25 dataset.

Cartesian coordinates (Å):
C1 1.111072 0.217627 1.223220
C2 0.665678 -0.021042 -0.194126
C3 -0.539785 0.206859 -0.710662
C4 -1.691349 0.828273 0.122719
N1 -2.902481 0.294577 -0.189982
O1 -1.565527 1.726100 0.936235
N2 1.677240 -0.602921 -1.083416
O2 2.523748 -1.587446 -0.570963
H1 2.012611 0.839743 1.224776
H2 0.368719 0.722859 1.841876
H3 1.352084 -0.731883 1.712529
H4 -0.821236 -0.062612 -1.719841
H5 -3.010406 -0.514870 -0.782449
H6 -3.711942 0.642366 0.308078
H7 1.310566 -0.883451 -1.995118
H8 3.221006 -1.074179 -0.122875

Forces on atoms 1 to 3 (eV/Å):
C 0.1 0.0 0.0
C 1.2 -1.6 -0.9
C -1.6 0.9 1.3

Results
- LUMO: 0.87 eV
- Orbital gap: 9.4 eV
- Calculated total energy: -417.15074 hartree
- SMILES: C/C(=C\C(N)=O)NO

---

The following is a quantum chemistry calculation of a single C15H23Br4F3N2O6P2 molecule, from the OMol25 dataset.

Cartesian coordinates (Å):
C1 5.705987 -2.796654 1.298672
C2 4.643907 -3.171282 0.256420
O1 3.343745 -2.751414 0.629828
C3 3.098432 -1.362927 0.434636
C4 1.935489 -1.238234 -0.551024
C5 1.065018 0.029524 -0.517242
P1 2.269072 1.430989 -0.285831
O2 3.328900 1.338636 -1.314625
C6 0.451843 0.364316 -1.894018
O3 0.793398 -0.048584 -2.942575
N1 -0.635761 1.277863 -1.701587
C7 -1.110639 1.223569 -0.297778
C8 -2.636858 0.926577 -0.203218
C9 -3.304195 0.452952 -1.491148
C10 -4.616372 -0.284952 -1.306682
F1 -5.262255 -0.348678 -2.511103
Br1 -5.774261 0.681383 -0.064729
C11 -4.546200 -1.750173 -0.819936
F2 -4.057273 -1.813999 0.439453
F3 -5.780137 -2.270414 -0.799265
Br2 -3.486330 -2.864955 -1.978233
C12 -0.905435 2.610287 0.357300
Br3 0.038255 2.755091 1.990700
C13 -1.359821 3.769281 -0.112010
C14 -1.136562 5.115591 0.513958
Br4 -2.397328 3.867271 -1.696498
C15 -0.267465 -0.033499 0.231352
N2 -1.005861 -1.141661 -0.464803
P2 -0.179113 -0.529621 2.003139
O4 1.087685 -0.190482 2.668558
O5 -0.428693 -2.104453 1.972363
O6 -1.455390 0.046199 2.753880
H1 5.256342 -2.137410 2.037137
H2 6.592236 -2.342714 0.864564
H3 6.029629 -3.685881 1.837397
H4 4.896044 -2.791530 -0.736340
H5 4.579345 -4.254589 0.176874
H6 2.888848 -0.889325 1.390870
H7 3.989373 -0.893047 0.013546
H8 1.337641 -2.136429 -0.407280
H9 2.337384 -1.304351 -1.561168
H10 1.566679 2.640724 -0.381695
H11 2.720496 1.377383 1.035721
H12 -0.274665 2.192586 -1.952457
H13 -3.143371 1.828363 0.125654
H14 -2.794470 0.209812 0.596441
H15 -2.632267 -0.206495 -2.037521
H16 -3.522286 1.284517 -2.155450
H17 -1.525951 5.142864 1.528773
H18 -0.064001 5.315775 0.542149
H19 -1.586851 5.895051 -0.088658
H20 -0.383730 -1.920799 -0.632035
H21 -1.747197 -1.529881 0.104016
H22 0.321250 -2.496384 2.449751
H23 -2.256238 -0.485795 2.651769

Forces on atoms 1 to 3 (eV/Å):
C -0.1 -0.3 0.0
C 0.1 -0.2 0.2
O -0.2 0.1 0.0

Results
- LUMO: 0.13 eV
- Orbital gap: 9.7 eV
- Calculated total energy: -12424.75880 hartree
- SMILES: CCOCC[C@@]1([PH2]=O)C(=O)N[C@](CC[C@](F)(Br)C(F)(F)Br)(/C(Br)=C(/C)Br)[C@]1(N)P(=O)(O)O

---

The following is a quantum chemistry calculation of 8 unconnected molecules or ions with the total composition C20H48N8O10, from the OMol25 dataset.

Cartesian coordinates (Å):
C1 -0.895434 2.225266 -4.582861
N1 -0.565278 3.651264 -4.647849
O1 -0.349175 4.252953 -3.608262
O2 -0.293780 4.123042 -5.752365
H1 0.050161 1.755891 -4.856488
H2 -1.625014 1.973643 -5.347502
H3 -1.161639 1.971222 -3.561521
C2 3.595761 -0.736246 -3.149219
N2 2.966684 0.459057 -3.686118
O3 2.977093 0.490685 -4.910245
O4 2.622407 1.359972 -2.935050
H4 3.169531 -1.633594 -3.598429
H5 3.212264 -0.910498 -2.140886
H6 4.678319 -0.751564 -3.209469
C3 -4.687079 1.038134 3.824878
N3 -4.788068 -0.258363 3.159837
C4 -4.771419 -1.461100 3.948030
C5 -4.580181 -0.361912 1.832045
O5 -4.386209 -1.423836 1.229806
H7 -5.101451 1.878062 3.274379
H8 -3.634020 1.222629 4.057912
H9 -5.155017 0.936483 4.803965
H10 -5.751335 -1.609434 4.401223
H11 -4.430562 -2.341395 3.412997
H12 -3.999035 -1.225997 4.688214
H13 -4.520419 0.633994 1.364972
C6 0.826068 0.722582 0.042267
N4 -0.596922 0.459590 0.329441
C7 -1.028877 0.372820 1.703369
C8 -1.442508 0.055727 -0.659916
O6 -1.043916 -0.145167 -1.788271
H14 1.255094 -0.272721 -0.098500
H15 1.246851 1.411579 0.768825
H16 0.926834 1.153024 -0.954473
H17 -0.783890 -0.566247 2.206089
H18 -0.714995 1.235826 2.290498
H19 -2.115461 0.384165 1.810426
H20 -2.451300 -0.167582 -0.278997
C9 0.400084 -3.452277 0.076928
N5 0.562920 -3.805076 1.470795
C10 -0.553330 -3.669805 2.387155
C11 1.779045 -4.156394 1.912927
O7 2.056989 -4.340710 3.085016
H21 1.010440 -3.971309 -0.661183
H22 0.387233 -2.378656 -0.120235
H23 -0.589855 -3.837146 -0.187528
H24 -1.301384 -3.105159 1.827267
H25 -1.055834 -4.570238 2.738750
H26 -0.211141 -3.065773 3.227290
H27 2.512013 -4.231739 1.092803
C12 4.078215 0.640605 2.976154
N6 2.793577 0.314403 3.515614
C13 2.376234 -1.076425 3.365825
C14 1.952544 1.231706 4.055386
O8 0.832922 0.979934 4.457558
H28 4.916220 0.045292 3.348243
H29 4.346055 1.684597 3.135786
H30 4.152889 0.461323 1.897425
H31 1.919151 -1.084188 2.369125
H32 3.197013 -1.789364 3.412135
H33 1.601994 -1.478525 4.015541
H34 2.243792 2.288984 3.949388
C15 0.717876 -3.244886 -5.194575
N7 -0.334958 -2.548691 -4.523080
C16 -0.435237 -2.872073 -3.091802
C17 -1.105304 -1.599478 -5.059486
O9 -1.097461 -1.291195 -6.239651
H35 0.653255 -3.121070 -6.272761
H36 0.718655 -4.324888 -5.013544
H37 1.707960 -2.999394 -4.797482
H38 0.514252 -2.653354 -2.599212
H39 -1.283524 -2.429978 -2.579907
H40 -0.524159 -3.961906 -3.107421
H41 -1.810549 -1.136825 -4.352281
C18 -0.563057 4.345942 -0.191669
N8 0.618037 4.380414 0.656204
C19 1.794603 5.095697 0.186311
C20 0.385049 4.146113 1.958348
O10 1.230026 4.445466 2.792621
H42 -1.197809 5.232376 -0.275897
H43 -1.278685 3.557932 0.055745
H44 -0.359891 4.073040 -1.229893
H45 2.614131 5.127295 0.893468
H46 2.036541 4.501946 -0.701020
H47 1.520140 6.065782 -0.231225
H48 -0.581774 3.675764 2.187272

Forces on atoms 1 to 3 (eV/Å):
C 0.2 -0.5 -0.1
N 1.7 1.3 -0.9
O -0.6 -0.2 0.0

Results
- LUMO: -0.31 eV
- Orbital gap: 9.0 eV
- Calculated total energy: -1981.05968 hartree
- SMILES: C[N+](=O)[O-].C[N+](=O)[O-].CN(C)C=O.CN(C)C=O.CN(C)C=O.CN(C)C=O.CN(C)C=O.CN(C)C=O

---

The following is a quantum chemistry calculation of a molecular structure, C4H4O2Tl, from the OMol25 dataset.

Cartesian coordinates (Å):
H1 0.885140 -0.845052 2.573218
O1 -0.826771 0.939715 -1.981206
C1 -0.087001 1.477526 -0.918813
C2 0.301378 0.423921 0.009505
C3 0.848292 -0.388065 0.760865
H2 -1.107690 1.655408 -2.559487
H3 -0.657524 2.226522 -0.340738
H4 0.841344 1.972706 -1.258110
C4 0.189067 -1.204661 1.693740
O2 -0.046532 -2.415743 1.593850
Tl1 -0.339703 -3.842278 0.427176

Forces on atoms 1 to 3 (eV/Å):
H -2.8 -0.6 1.0
O 0.9 -0.2 1.4
C -0.1 -1.7 0.7

Results
- Total charge: +3
- LUMO (alpha / beta): -17.58 / -18.35 eV
- Orbital gap (alpha / beta): 7.1 / 5.9 eV
- Calculated total energy: -476.13438 hartree

---

The following is a quantum chemistry calculation of a molecular structure, C35H48BCl2N2O2P2Ti, from the OMol25 dataset.

Cartesian coordinates (Å):
Ti1 0.504452 0.170517 0.945182
C1 4.771570 -0.535960 0.893843
C2 4.542369 -0.091799 2.343237
C3 4.426622 -1.301574 3.265141
C4 3.356864 0.853302 2.430122
C5 3.493198 2.170458 2.008030
C6 2.467100 3.099877 2.150667
C7 1.239395 2.734183 2.681815
C8 0.212653 3.769556 3.039658
C9 1.047800 1.385734 3.014306
C10 2.109819 0.468124 2.950532
H1 5.663736 -1.161136 0.825650
H2 4.908911 0.322217 0.231392
H3 3.923724 -1.116953 0.530973
H4 5.418310 0.488549 2.647334
H5 3.658670 -1.998348 2.919573
H6 4.189657 -1.014675 4.291105
H7 5.371275 -1.845449 3.280524
H8 4.449897 2.496412 1.612705
H9 2.640010 4.135114 1.878673
H10 0.485313 4.231303 3.991110
H11 -0.781527 3.338515 3.153473
H12 0.170100 4.568388 2.299976
H13 0.143296 1.101107 3.548354
H14 1.993078 -0.495588 3.421018
C11 0.604827 2.935408 -1.045882
P1 -0.962152 2.131499 -0.518651
C12 -1.364982 1.062932 -1.985359
N1 -1.392090 1.613495 -3.166731
C13 -1.723899 0.838344 -4.228377
C14 -1.774179 1.408047 -5.525803
C15 -2.102422 0.625833 -6.588632
C16 -2.388982 -0.757252 -6.414321
C17 -2.346457 -1.326312 -5.179629
C18 -2.014876 -0.528288 -4.054972
N2 -1.955673 -1.096355 -2.823034
C19 -1.646591 -0.338297 -1.807311
P2 -1.309824 -1.167242 -0.181634
C20 -0.929660 -2.860495 -0.727447
C21 -2.912532 -1.350174 0.745209
C22 -4.045886 -1.799707 -0.176190
C23 -2.660007 -2.392034 1.845042
C24 -3.273119 -0.019201 1.401593
C25 -2.185816 3.562224 -0.716774
C26 -2.241499 4.310955 0.617388
C27 -1.774500 4.544108 -1.816928
C28 -3.583425 3.016011 -1.025569
H15 0.632780 3.051696 -2.129929
H16 1.490546 2.388248 -0.728228
H17 0.646748 3.915896 -0.569317
H18 -1.552143 2.461336 -5.636193
H19 -2.149482 1.056233 -7.580293
H20 -2.642293 -1.359409 -7.277010
H21 -2.560447 -2.375507 -5.022580
H22 -1.717101 -3.254666 -1.364892
H23 -0.788648 -3.495502 0.145383
H24 0.005678 -2.843131 -1.284771
H25 -3.854655 -2.783628 -0.606419
H26 -4.209032 -1.099191 -0.996785
H27 -4.974501 -1.864239 0.397176
H28 -2.586528 -3.402057 1.442886
H29 -3.500498 -2.375322 2.543295
H30 -1.750281 -2.187565 2.414036
H31 -3.438992 0.762864 0.665533
H32 -2.494292 0.325249 2.086622
H33 -4.194269 -0.138893 1.976940
H34 -1.287669 4.785271 0.852751
H35 -2.525618 3.660742 1.447769
H36 -2.985827 5.108443 0.541317
H37 -0.889519 5.117848 -1.539639
H38 -2.594114 5.256657 -1.944816
H39 -1.595038 4.055752 -2.775725
H40 -3.947623 2.347437 -0.248035
H41 -3.633191 2.500979 -1.985163
H42 -4.275814 3.860534 -1.070608
O1 1.973026 -2.749821 0.537296
B1 1.270974 -1.823383 1.349932
O2 0.944709 -2.504950 2.560089
C29 1.429228 -3.791055 2.453455
C30 1.354412 -4.818747 3.364950
C31 1.952109 -6.024901 2.993973
C32 2.589650 -6.167545 1.764222
C33 2.656042 -5.110372 0.855068
C34 2.058219 -3.931775 1.237104
H43 0.863631 -4.692002 4.320497
H44 1.920196 -6.864194 3.676123
H45 3.043851 -7.115591 1.507866
H46 3.151255 -5.209972 -0.101533
Cl1 2.112317 1.245160 -3.945930
C35 2.415643 -0.275757 -3.139592
Cl2 1.855270 -0.296515 -1.436385
H47 3.480714 -0.459894 -3.091224
H48 1.878027 -1.070133 -3.639596

Forces on atoms 1 to 3 (eV/Å):
Ti -0.1 1.8 -0.2
C 0.0 0.1 0.0
C -0.1 0.0 0.0

Results
- Total charge: +1
- LUMO (alpha / beta): -3.09 / -3.13 eV
- Orbital gap (alpha / beta): 6.6 / 7.5 eV
- Calculated total energy: -4099.75590 hartree
- 2S+1: 3
- <S²>: 2.009

---

The following is a quantum chemistry calculation of a molecular structure, C23H30N4O3Tl, from the OMol25 dataset.

Cartesian coordinates (Å):
Tl1 -0.158795 -1.297384 -1.149317
C1 3.520801 -0.914325 -1.180145
N1 2.949332 -0.095761 -0.115175
C2 3.099019 1.304840 -0.498922
C3 2.299464 2.351736 0.276489
C4 0.783412 2.096461 0.299270
N2 0.352174 1.532063 -0.953868
C5 -0.306914 2.250330 -1.771829
C6 -0.720304 1.867545 -3.103419
C7 -1.650658 2.695747 -3.747711
C8 -2.134736 2.433299 -5.009135
C9 -1.667586 1.285585 -5.671382
C10 -0.740388 0.461842 -5.088907
C11 -0.195019 0.700461 -3.778869
O1 0.681662 -0.072893 -3.290420
C12 3.542254 -0.432096 1.171012
C13 2.620199 -0.290031 2.380993
C14 1.485431 -1.331821 2.467015
N3 0.258406 -0.874224 1.844059
C15 -0.582610 -0.306099 2.617575
C16 -1.839510 0.330370 2.300255
C17 -2.372272 1.148010 3.315932
C18 -3.525946 1.876248 3.167098
C19 -4.208533 1.793196 1.940939
C20 -3.752968 0.979389 0.941304
C21 -2.566059 0.175861 1.059170
O2 -2.275215 -0.639799 0.132592
H1 4.599808 -0.723949 -1.315163
H2 3.002462 -0.694629 -2.115392
H3 3.378291 -1.971919 -0.950819
H4 2.778134 1.372017 -1.538738
H5 4.168288 1.589852 -0.453697
H6 2.488279 3.297552 -0.240993
H7 2.668275 2.471576 1.299446
H8 0.270119 3.042559 0.536286
H9 0.545881 1.372277 1.077221
H10 -0.598179 3.273686 -1.472489
H11 -2.006289 3.572072 -3.210566
H12 -2.861880 3.087554 -5.474010
H13 -2.056979 1.048678 -6.656845
H14 -0.386198 -0.425171 -5.602176
H15 4.457822 0.163363 1.343513
H16 3.855666 -1.479568 1.133097
H17 2.163839 0.698144 2.412279
H18 3.252101 -0.382725 3.270094
H19 1.317664 -1.554943 3.532070
H20 1.801349 -2.258579 1.975356
H21 -0.315051 -0.209931 3.686497
H22 -1.821814 1.216958 4.250891
H23 -3.894156 2.500573 3.971328
H24 -5.110585 2.378599 1.796686
H25 -4.285869 0.905400 0.000259
C22 -1.692963 -3.654532 1.349714
C23 -0.887657 -4.656537 0.557505
N4 -0.571267 -5.797877 1.249979
O3 -0.518263 -4.503530 -0.591286
H26 -2.565900 -4.137424 1.791516
H27 -2.006091 -2.821490 0.722956
H28 -1.077687 -3.249616 2.155934
H29 -0.912177 -5.966361 2.177811
H30 -0.073602 -6.530641 0.777121

Forces on atoms 1 to 3 (eV/Å):
Tl 0.3 0.3 0.2
C -0.2 0.0 0.0
N 0.0 -0.1 0.0

Results
- Total charge: -1
- LUMO: 2.68 eV
- Orbital gap: 6.5 eV
- Calculated total energy: -1511.73222 hartree

---

The following is a quantum chemistry calculation of a single C21H21F3IN3O2 molecule, from the OMol25 dataset.

Cartesian coordinates (Å):
O1 3.751609 2.212115 2.338944
C1 3.020629 1.761817 1.478038
C2 2.224289 2.625079 0.544077
C3 2.894002 3.592611 -0.189395
C4 2.219198 4.406885 -1.079417
C5 0.847278 4.270555 -1.195877
F1 0.169114 5.072587 -2.031202
C6 0.154514 3.342693 -0.433996
F2 -1.190586 3.297527 -0.510570
C7 0.833671 2.481972 0.435303
N1 0.156273 1.579202 1.234670
C8 -1.006624 0.901619 0.915923
C9 -1.886258 0.503071 1.923254
C10 -3.047255 -0.184991 1.634517
C11 -3.353461 -0.489842 0.319638
I1 -5.134965 -1.526479 -0.132662
C12 -2.492473 -0.140195 -0.704330
C13 -1.329444 0.532794 -0.394415
F3 -0.462585 0.801485 -1.397335
N2 2.857166 0.437865 1.291920
C14 2.368716 -0.350664 0.175533
C15 3.220746 -1.538505 0.668921
O2 2.435128 -2.631550 1.037382
C16 4.368405 -1.988496 -0.243317
C17 3.830107 -2.544811 -1.564902
C18 4.964160 -3.133055 -2.398088
C19 5.693536 -4.196383 -1.584408
C20 6.193832 -3.584164 -0.280653
N3 5.064752 -3.054115 0.466722
C21 3.654014 -0.635373 1.859432
H1 3.960045 3.694625 -0.060067
H2 2.729339 5.149789 -1.669433
H3 0.566267 1.382221 2.135220
H4 -1.648719 0.747987 2.947314
H5 -3.712731 -0.474726 2.432163
H6 -2.694910 -0.391314 -1.733100
H7 2.618407 0.058471 -0.804352
H8 1.301577 -0.569060 0.225963
H9 3.027510 -3.397838 1.089935
H10 5.025486 -1.124080 -0.455690
H11 3.325649 -1.751470 -2.117289
H12 3.098516 -3.323008 -1.342192
H13 4.564140 -3.565091 -3.316232
H14 5.664353 -2.340885 -2.674692
H15 6.536086 -4.600318 -2.146606
H16 5.007848 -5.012691 -1.353077
H17 6.677094 -4.345068 0.336607
H18 6.937477 -2.801423 -0.509968
H19 5.383878 -2.711034 1.369092
H20 3.280052 -0.972484 2.828183
H21 4.714345 -0.387090 1.938691

Forces on atoms 1 to 3 (eV/Å):
O 0.3 0.2 0.2
C -0.2 -0.1 -0.2
C -0.1 0.1 0.0

Results
- LUMO: 0.50 eV
- Orbital gap: 8.6 eV
- Calculated total energy: -1724.87028 hartree
- SMILES: O=C(c1ccc(F)c(F)c1Nc1ccc(I)cc1F)N1CC(O)([C@@H]2CCCCN2)C1

---

The following is a quantum chemistry calculation of 2 unconnected molecules or ions with the total composition H5NS2, from the OMol25 dataset.

Cartesian coordinates (Å):
S1 -2.179696 -1.512765 -2.506152
S2 -0.288426 -1.661566 -1.648597
H1 -2.295046 -0.155979 -2.495455
H2 -0.665378 -1.967766 -0.385547
N1 1.286286 1.151691 1.566320
H3 2.185480 1.507095 1.278461
H4 0.618050 1.906911 1.704855
H5 1.338730 0.732377 2.486114

Forces on atoms 1 to 3 (eV/Å):
S 0.3 0.4 0.1
S -0.4 -0.1 0.0
H 0.1 -0.5 0.1

Results
- LUMO: 0.47 eV
- Orbital gap: 9.8 eV
- Calculated total energy: -854.11167 hartree
- SMILES: SS.N